This record from the Open Molecules 2025 dataset describes a 17-piece molecular cluster, C39H62Cl48FN3O3S3 overall at a distorted geometry. The level of theory is ωB97M-V/def2-TZVPD.

XYZ file:
```
159
Properties=species:S:1:pos:R:3:forces:R:3:lowdin_charge:R:1
C -2.865 -1.796 -3.970 -0.222 0.304 -0.125 -0.134
C -2.969 -2.456 -5.337 0.616 -0.467 0.185 -0.274
C -1.680 -3.157 -5.808 -0.343 0.394 -0.036 -0.212
C -0.453 -2.236 -5.907 0.212 -0.316 -0.264 -0.195
C 0.866 -2.840 -5.394 -0.298 0.083 0.227 -0.196
C 0.842 -3.446 -3.990 0.299 0.234 0.172 -0.220
C 0.682 -2.403 -2.874 0.441 -0.049 -0.207 -0.155
C 2.011 -1.657 -2.611 -0.549 0.058 -0.193 -0.185
N 2.400 -1.636 -1.188 0.411 -0.001 0.181 -0.211
C 3.389 -0.566 -0.941 -0.157 0.475 -0.051 -0.229
C 2.751 0.831 -1.056 0.403 -0.663 0.223 -0.189
C 3.397 1.861 -0.134 -0.140 0.644 -0.415 -0.193
C 2.647 3.215 -0.177 -0.173 -0.355 -0.156 -0.197
C 1.605 3.406 0.936 -0.199 -0.245 -0.673 -0.246
C 0.191 2.945 0.539 -0.402 0.324 0.334 -0.208
C -0.766 4.099 0.150 0.047 -0.583 -0.433 -0.238
C -1.505 3.800 -1.154 -0.051 0.394 0.027 -0.114
C 2.927 -2.907 -0.805 -0.003 -0.079 0.084 -1.062
S 4.342 -3.507 -1.283 0.211 0.171 0.088 0.756
S 1.840 -3.937 0.191 -0.442 -0.032 -0.232 0.818
C 2.244 -3.562 1.926 0.271 -0.158 -0.118 -0.430
C 1.131 -4.196 2.786 0.430 0.605 0.118 -0.261
C 0.342 -3.187 3.644 0.401 -0.463 0.287 -0.152
N -1.103 -3.156 3.370 -0.259 0.711 -0.442 -0.175
N -1.552 -2.433 2.251 0.335 -0.162 0.058 -0.120
C -1.605 -3.149 0.986 -0.398 -0.321 -0.255 -0.030
C -1.150 -1.060 2.177 0.253 0.108 -0.313 -0.468
C -0.019 -0.680 1.261 0.142 -0.599 -0.241 0.011
O -1.730 -0.239 2.826 -0.192 0.286 0.637 0.023
S -1.974 -2.960 4.777 0.565 -1.369 0.777 0.607
O -1.442 -1.955 5.639 -0.420 0.185 -0.459 -0.303
O -2.174 -4.257 5.334 -0.123 0.397 -0.190 -0.236
F -3.323 -2.497 4.191 -0.026 0.122 -0.098 -0.116
H -2.293 -0.867 -4.007 0.090 -0.013 0.057 0.067
H -2.403 -2.447 -3.225 0.008 -0.104 -0.015 0.070
H -3.859 -1.526 -3.611 0.100 -0.022 -0.041 0.015
H -3.244 -1.728 -6.102 -0.263 0.053 0.072 0.109
H -3.735 -3.229 -5.279 -0.201 0.141 -0.192 0.072
H -1.487 -4.018 -5.168 0.029 0.009 0.079 0.099
H -1.908 -3.551 -6.801 0.174 -0.201 -0.002 0.080
H -0.295 -2.024 -6.967 0.023 0.219 0.018 0.106
H -0.624 -1.264 -5.441 -0.139 -0.054 0.185 0.096
H 1.612 -2.040 -5.377 0.140 -0.065 -0.232 0.109
H 1.204 -3.602 -6.098 0.073 -0.011 -0.019 0.107
H 0.114 -4.252 -3.897 -0.112 0.046 -0.030 0.100
H 1.822 -3.901 -3.829 -0.055 -0.249 -0.021 0.054
H 0.364 -2.880 -1.946 -0.112 0.006 -0.002 0.075
H -0.064 -1.659 -3.150 -0.223 -0.095 0.127 0.093
H 1.905 -0.628 -2.948 0.069 0.088 0.198 0.116
H 2.823 -2.093 -3.207 0.079 -0.051 0.024 0.105
H 4.217 -0.647 -1.651 0.061 -0.137 0.146 0.025
H 3.785 -0.678 0.069 0.026 -0.214 0.002 0.119
H 1.695 0.718 -0.810 -0.121 0.138 -0.168 0.097
H 2.883 1.166 -2.085 -0.385 0.199 -0.036 0.111
H 4.412 2.056 -0.490 0.153 -0.261 0.173 0.096
H 3.448 1.491 0.892 0.073 -0.036 0.047 0.100
H 3.357 4.041 -0.209 0.062 0.000 0.190 0.066
H 2.117 3.244 -1.136 0.065 0.223 -0.093 0.107
H 1.549 4.467 1.182 0.079 -0.029 0.311 0.096
H 1.928 2.856 1.813 -0.046 0.100 0.045 -0.009
H 0.204 2.236 -0.290 0.218 -0.098 0.006 0.086
H -0.258 2.419 1.386 0.001 -0.144 -0.015 0.077
H -1.518 4.222 0.931 0.141 0.318 0.127 0.101
H -0.193 5.018 0.029 -0.104 0.137 0.146 0.101
H -2.179 4.618 -1.418 -0.040 -0.013 0.006 0.070
H -2.108 2.898 -1.064 0.024 -0.143 -0.061 0.034
H -0.801 3.692 -1.981 0.017 -0.144 -0.020 0.071
H 3.205 -4.026 2.143 0.031 0.004 -0.010 0.078
H 2.365 -2.493 2.099 -0.195 0.084 -0.098 0.074
H 1.630 -4.888 3.462 -0.154 -0.135 0.031 0.096
H 0.480 -4.800 2.165 -0.225 0.221 0.138 -0.006
H 0.453 -3.508 4.679 -0.121 0.081 0.079 0.120
H 0.807 -2.199 3.597 -0.263 0.189 -0.073 0.125
H -0.815 -2.869 0.291 0.112 0.013 0.072 0.041
H -1.540 -4.222 1.146 0.034 -0.004 0.191 0.094
H -2.567 -2.956 0.507 -0.002 0.068 0.000 0.078
H 0.590 -1.544 0.996 0.033 0.032 -0.053 0.034
H -0.413 -0.292 0.321 -0.002 0.221 0.026 0.096
H 0.611 0.059 1.750 -0.162 0.236 -0.013 0.093
C 0.588 6.522 -5.579 -0.029 -0.019 0.051 -1.551
Cl 1.681 5.160 -5.318 -0.034 -0.004 -0.054 0.507
Cl -1.034 5.953 -5.982 0.014 0.016 -0.019 0.527
Cl 0.549 7.577 -4.171 0.011 -0.142 0.109 0.494
H 0.961 7.096 -6.418 0.005 0.003 -0.007 0.010
C -5.058 -0.256 5.440 0.083 0.137 0.060 -1.536
Cl -4.191 0.904 6.444 -0.505 -0.067 0.157 0.526
Cl -5.709 -1.576 6.414 -0.004 -0.043 -0.024 0.537
Cl -6.337 0.535 4.516 0.031 0.051 0.080 0.521
H -4.355 -0.677 4.735 -0.011 0.092 -0.006 -0.020
C 5.059 4.762 2.803 0.068 0.126 0.293 -1.507
Cl 5.800 5.493 4.232 0.094 -0.047 0.027 0.529
Cl 3.767 3.659 3.302 0.374 0.298 -0.052 0.570
Cl 4.518 6.039 1.711 -0.137 -0.346 0.063 0.528
H 5.816 4.180 2.295 -0.026 -0.011 -0.045 0.015
C 0.679 -8.446 2.774 0.031 -0.021 -0.016 -1.529
Cl 1.906 -8.299 4.033 -0.014 0.014 0.019 0.534
Cl 0.816 -7.113 1.623 0.019 -0.504 -0.215 0.588
Cl 0.798 -10.003 1.957 -0.011 0.024 0.006 0.537
H -0.294 -8.385 3.244 -0.007 0.005 0.006 0.016
C -1.063 -0.996 8.785 0.019 0.154 -0.025 -1.561
Cl -1.736 0.359 9.690 -0.007 -0.024 -0.026 0.532
Cl 0.692 -0.874 8.684 -0.024 -0.025 -0.018 0.537
Cl -1.545 -2.534 9.509 -0.063 -0.120 -0.032 0.546
H -1.461 -0.966 7.779 -0.004 -0.042 0.005 -0.049
C 1.190 11.606 -5.326 0.040 -0.043 0.041 -1.556
Cl 0.840 12.170 -3.693 -0.001 0.009 -0.011 0.535
Cl 2.796 10.886 -5.412 0.028 -0.073 0.069 0.500
Cl -0.037 10.461 -5.869 -0.074 0.154 -0.133 0.513
H 1.172 12.462 -5.988 0.011 0.009 -0.004 -0.010
C 5.034 13.721 -7.578 -0.002 -0.041 0.118 -1.550
Cl 6.106 12.343 -7.328 0.001 0.006 -0.015 0.523
Cl 3.411 13.179 -8.009 -0.038 0.071 -0.145 0.518
Cl 4.990 14.751 -6.149 -0.001 0.002 -0.012 0.529
H 5.422 14.303 -8.403 -0.002 0.002 -0.012 0.010
C -0.880 2.445 4.685 0.025 -0.144 0.064 -1.514
Cl -1.484 3.841 5.580 0.013 -0.014 -0.023 0.547
Cl 0.864 2.572 4.415 -0.036 0.095 -0.015 0.540
Cl -1.238 0.940 5.511 0.456 0.175 0.001 0.566
H -1.368 2.424 3.719 0.011 -0.032 -0.013 0.003
C -4.975 0.500 -0.392 0.083 -0.042 0.002 -1.538
Cl -3.705 0.839 0.777 0.037 0.087 0.050 0.588
Cl -5.089 1.760 -1.622 0.014 -0.013 0.034 0.547
Cl -4.698 -1.077 -1.133 0.031 0.077 0.056 0.547
H -5.916 0.465 0.138 -0.039 -0.012 0.011 -0.058
C -6.326 -4.716 -7.508 0.017 0.020 0.067 -1.551
Cl -7.035 -3.344 -6.655 -0.002 0.000 -0.010 0.524
Cl -4.605 -4.454 -7.787 -0.009 -0.047 -0.080 0.553
Cl -6.596 -6.215 -6.619 -0.003 -0.003 -0.014 0.524
H -6.814 -4.803 -8.469 -0.007 0.001 -0.008 0.010
C 5.180 7.000 -2.265 -0.023 -0.030 0.078 -1.539
Cl 6.310 5.666 -2.020 -0.017 -0.023 -0.025 0.505
Cl 3.576 6.403 -2.674 0.017 -0.033 0.024 0.513
Cl 5.117 8.035 -0.838 0.032 0.159 -0.106 0.510
H 5.533 7.593 -3.097 0.044 0.013 0.016 0.012
C -8.452 -1.560 0.656 0.287 -0.032 -0.020 -1.522
Cl -7.595 -1.480 2.194 -0.183 0.024 -0.015 0.517
Cl -8.525 0.045 -0.084 -0.084 0.017 -0.063 0.553
Cl -7.642 -2.708 -0.407 -0.256 -0.093 -0.081 0.519
H -9.470 -1.889 0.816 0.021 -0.047 0.085 0.014
C -1.169 -4.432 12.905 -0.008 -0.070 0.041 -1.566
Cl -1.695 -3.843 14.481 -0.006 0.018 -0.007 0.524
Cl 0.557 -4.795 12.915 0.011 0.017 -0.018 0.522
Cl -2.104 -5.849 12.421 0.005 0.050 -0.034 0.512
H -1.341 -3.649 12.179 -0.003 0.023 -0.012 -0.037
C 2.927 -7.200 -3.858 -0.093 0.070 -0.022 -1.533
Cl 2.584 -6.298 -2.387 -0.001 -0.144 0.078 0.529
Cl 1.494 -8.063 -4.421 0.012 -0.003 -0.001 0.528
Cl 3.544 -6.126 -5.117 0.024 -0.007 -0.013 0.533
H 3.693 -7.931 -3.636 0.009 -0.008 -0.008 0.012
C 7.444 1.593 -3.207 -0.039 0.033 -0.010 -1.536
Cl 8.161 2.569 -1.922 0.008 -0.001 0.000 0.515
Cl 6.254 0.470 -2.547 0.104 0.053 -0.049 0.578
Cl 6.722 2.613 -4.450 0.007 -0.003 0.016 0.526
H 8.234 1.013 -3.665 0.011 -0.006 0.004 0.011
C -5.012 -4.908 8.543 0.036 -0.039 -0.013 -1.561
Cl -5.347 -4.959 10.273 0.016 0.027 0.009 0.520
Cl -4.070 -6.311 8.042 0.002 0.030 0.011 0.531
Cl -6.510 -4.794 7.616 -0.017 0.001 -0.004 0.511
H -4.426 -4.021 8.340 0.027 0.022 -0.015 -0.013
```
Positions in Å, forces in eV/Å.

Total energy   -25296.68252 Eh
HOMO-LUMO gap   7.8148 eV
LUMO   -0.0346 Ha
Molecular weight   2437.89 g mol⁻¹
HOMO   -8.758 eV